{
  "formula": "C33H43N4O2RuSi",
  "method": "wB97M-V/def2-TZVPD",
  "elements": ["Ru", "O", "C", "N", "C", "C", "C", "C", "C", "C", "N", "C", "C", "C", "C", "C", "N", "H", "H", "H", "H", "H", "H", "H", "H", "H", "H", "C", "Si", "C", "C", "C", "H", "H", "H", "H", "H", "H", "H", "H", "H", "H", "H", "C", "C", "C", "C", "C", "C", "C", "C", "C", "C", "C", "C", "O", "H", "H", "H", "H", "H", "H", "H", "H", "H", "H", "H", "H", "H", "H", "H", "H", "H", "C", "C", "C", "N", "C", "C", "H", "H", "H", "H", "H"],
  "coordinates": [[-0.23, -0.33, 0.62], [-1.37, 3.68, -0.54], [-1.24, 2.51, -0.15], [-0.19, 1.72, -0.29], [0.96, 2.34, -0.87], [2.14, 1.42, -0.79], [3.46, 1.88, -1.09], [4.54, 1.02, -0.87], [4.32, -0.27, -0.49], [2.93, -0.79, -0.40], [1.90, 0.21, -0.41], [-2.37, 1.86, 0.61], [-3.58, 2.52, 0.78], [-4.58, 1.90, 1.50], [-4.34, 0.64, 2.02], [-3.11, 0.05, 1.80], [-2.14, 0.65, 1.12], [1.20, 3.30, -0.38], [0.81, 2.59, -1.93], [3.61, 2.91, -1.40], [5.55, 1.39, -1.00], [5.15, -0.96, -0.36], [2.75, -1.44, -1.27], [-3.68, 3.50, 0.34], [-5.54, 2.38, 1.64], [-5.10, 0.11, 2.59], [-2.90, -0.94, 2.18], [1.27, 0.55, 5.33], [0.44, -0.52, 4.02], [1.31, -2.19, 4.02], [-1.32, -0.82, 4.59], [0.56, 0.40, 2.39], [1.26, 0.05, 6.30], [0.75, 1.50, 5.43], [2.30, 0.76, 5.07], [1.20, -2.66, 5.00], [2.38, -2.10, 3.83], [0.89, -2.87, 3.28], [-1.30, -1.21, 5.61], [-1.84, -1.56, 3.97], [-1.92, 0.10, 4.59], [1.63, 0.62, 2.24], [0.09, 1.37, 2.58], [0.36, -0.70, -3.02], [-0.97, -1.35, -3.40], [-2.11, -0.33, -3.31], [-1.28, -2.61, -2.62], [-1.28, -3.82, -3.32], [-1.71, -5.01, -2.74], [-2.23, -4.96, -1.46], [-2.25, -3.78, -0.72], [-3.02, -3.78, 0.59], [-2.19, -3.50, 1.85], [-4.24, -2.86, 0.48], [-1.67, -2.60, -1.26], [-1.56, -1.52, -0.51], [0.63, 0.09, -3.73], [1.17, -1.43, -3.00], [0.27, -0.25, -2.04], [-0.90, -1.66, -4.45], [-2.23, 0.01, -2.28], [-3.05, -0.77, -3.64], [-1.89, 0.54, -3.93], [-0.96, -3.81, -4.35], [-1.69, -5.93, -3.31], [-2.66, -5.86, -1.02], [-3.41, -4.80, 0.71], [-1.67, -2.55, 1.78], [-1.45, -4.28, 2.02], [-2.84, -3.47, 2.73], [-3.92, -1.85, 0.21], [-4.79, -2.82, 1.43], [-4.91, -3.21, -0.29], [3.15, -4.11, 0.74], [3.55, -2.83, 0.96], [2.61, -1.69, 0.83], [1.20, -2.03, 0.69], [0.88, -3.27, 0.45], [1.80, -4.35, 0.43], [3.84, -4.93, 0.81], [4.58, -2.61, 1.23], [2.70, -1.04, 1.71], [-0.16, -3.47, 0.27], [1.44, -5.34, 0.21]],
  "lowdin_spin": [2.491, 0.027, 0.017, 0.132, 0.009, 0.035, 0.350, 0.022, 0.282, 0.108, 0.253, 0.002, 0.001, -0.002, 0.002, 0.007, 0.038, 0.002, 0.001, 0.019, -0.006, 0.015, 0.036, 0.001, 0.000, 0.000, 0.003, -0.002, 0.007, 0.002, 0.001, -0.008, 0.000, 0.000, 0.000, 0.000, 0.001, 0.000, 0.000, 0.000, 0.000, 0.006, 0.004, 0.003, 0.001, 0.000, 0.007, 0.000, 0.006, -0.001, 0.005, 0.001, 0.004, 0.000, 0.007, 0.093, 0.000, 0.001, 0.001, 0.000, 0.000, 0.000, 0.000, 0.000, 0.000, 0.000, 0.000, 0.006, 0.000, 0.000, 0.000, 0.000, 0.000, 0.023, 0.257, 0.079, 0.233, 0.038, 0.331, -0.006, 0.013, 0.023, -0.002, 0.018],
  "e_homo_ev": [-7.1, -7.2],
  "multiplicity": 6,
  "gap_ev": [7.57, 5.42]
}

{
  "formula": "C6H14N2",
  "method": "wB97M-V/def2-TZVPD",
  "elements": ["C", "C", "C", "C", "H", "H", "H", "H", "H", "H", "H", "H", "C", "N", "C", "N", "H", "H", "H", "H", "H", "H"],
  "coordinates": [[1.68, 1.04, 2.56], [0.17, 1.24, 2.80], [-0.62, 0.66, 1.67], [-1.40, -0.40, 1.75], [1.99, 1.59, 1.67], [2.27, 1.40, 3.41], [1.89, -0.01, 2.38], [-0.03, 2.31, 2.87], [-0.11, 0.76, 3.74], [-0.47, 1.12, 0.69], [-1.91, -0.81, 0.88], [-1.52, -0.94, 2.68], [-0.15, -2.21, -2.26], [-0.01, 0.18, -3.72], [-0.42, 0.11, -2.33], [-0.48, -0.93, -1.64], [0.13, -2.91, -1.49], [0.67, -2.13, -2.98], [-1.02, -2.59, -2.79], [-0.76, 0.58, -4.26], [0.75, 0.86, -3.78], [-0.66, 1.07, -1.87]],
  "mulliken_charge": [-1.084, -0.441, 0.025, -0.682, 0.297, 0.317, 0.331, 0.242, 0.317, 0.180, 0.263, 0.234, -0.870, -0.598, -0.055, -0.170, 0.272, 0.333, 0.280, 0.252, 0.242, 0.316],
  "e_homo_ev": -9.2,
  "de_lowest_kj_mol": 166.76,
  "multiplicity": 1,
  "gap_ev": 10.08,
  "smiles": "C/N=C\\N.C=CCC"
}